[1]
The following is a DFT calculation (wB97M-V/def2-TZVPD) of C4H8NOP in the gas phase.

The geometry in ORCA input format:
```
! wB97M-V def2-TZVPD RIJCOSX def2/J DEFGRID3
* xyz 0 1
C -0.8117 -1.1337 -0.9303
C -0.3767 0.0621 -0.0964
P -1.7176 1.1994 0.4136
C 0.5471 -0.3679 1.0077
C 1.8195 0.4370 0.6891
N 1.7156 1.0683 -0.3531
O 0.5057 1.0009 -0.9405
H -1.3749 -0.9323 -1.8460
H -1.5054 -1.8037 -0.4527
H 0.0116 -1.8491 -1.1349
H -1.9310 1.4255 -0.8991
H -0.6600 2.1258 0.5195
H 0.8911 -1.4825 0.9346
H 0.1724 -0.1900 1.9603
H 2.7144 0.4403 1.1281
*
```

Output
Energy above the lowest of the compared OMol25 structures with the same formula, charge and spin ... 80.5 kcal/mol
E ... -17100.8321 eV
E_LUMO ... 0.84 eV
Orbital gap ... 9.974 eV
SMILES ... C[C@@]1(P)CC=NO1

[2]
The following is a DFT calculation (wB97M-V/def2-TZVPD) of 2 unconnected molecules or ions with the total composition C4H8NOP.

The geometry in ORCA input format:
```
! wB97M-V def2-TZVPD RIJCOSX def2/J DEFGRID3
* xyz 0 1
C 1.8391 -1.1839 -0.1649
C 0.8087 -0.1565 -0.4838
C 0.4706 0.8339 0.3345
P -0.8645 2.0256 0.0508
H 2.2490 -1.0307 0.8311
H 1.3945 -2.1770 -0.2182
H 2.6499 -1.1460 -0.8914
H 0.3455 -0.2293 -1.4604
H 0.9187 0.9120 1.3203
H -0.0729 3.1626 0.1931
H -0.7857 2.0557 -1.3345
N -2.1676 -1.1854 1.0360
C -2.1954 -0.6490 -0.0282
O -2.1755 -0.3397 -1.1416
H -2.4143 -0.8922 1.9571
*
```

Output
Energy above the lowest of the compared OMol25 structures with the same formula, charge and spin ... 34.1 kcal/mol
E ... -17102.8459 eV
E_LUMO ... 0.95 eV
Orbital gap ... 9.704 eV
SMILES ... C/C=C/P.N=C=O

[3]
The following is a DFT calculation (wB97M-V/def2-TZVPD) of a gas-phase ion, C4H8NOS (charge -1).

The geometry in ORCA input format:
```
! wB97M-V def2-TZVPD RIJCOSX def2/J DEFGRID3
* xyz -1 1
C -1.0534 -0.7691 -1.5116
N -1.1162 -0.0430 -0.2635
C 0.0018 -0.0542 0.6775
C -0.0830 1.2058 1.4918
O -1.0498 1.9401 1.4983
C 1.4052 -0.2180 0.0653
S 2.7646 -0.0681 1.2992
H -0.9078 -1.8399 -1.3086
H -1.8624 -0.4322 -2.1376
H -0.1185 -0.4419 -1.9900
H -1.6394 0.7994 -0.0793
H -0.1738 -0.9316 1.3639
H 0.7791 1.4095 2.1531
H 1.5068 -1.1134 -0.5284
H 1.5467 0.5565 -0.7300
*
```

Output
Energy above the lowest of the compared OMol25 structures with the same formula, charge and spin ... 38.1 kcal/mol
E ... -18650.5574 eV
E_LUMO ... 3.71 eV
Orbital gap ... 6.345 eV
SMILES ... CN[C@H](C=O)C[S-]

[4]
The following is a DFT calculation (wB97M-V/def2-TZVPD) of a gas-phase ion, C4H8NOS (charge -1).

The geometry in ORCA input format:
```
! wB97M-V def2-TZVPD RIJCOSX def2/J DEFGRID3
* xyz -1 1
C -2.2137 1.1887 0.2647
N -1.5620 0.5116 -0.8548
C -0.2438 -0.0310 -0.5354
C -0.3263 -1.1695 0.5215
O -1.1357 -2.0707 0.4686
C 0.8137 0.9388 -0.0248
S 2.4429 0.1318 -0.0311
H -1.4578 1.8497 0.6943
H -3.0156 1.8311 -0.0999
H -2.5924 0.5940 1.1044
H -2.1417 -0.2978 -1.0751
H 0.1452 -0.5944 -1.3846
H 0.2926 -1.1165 1.4304
H 0.7914 1.7700 -0.7460
H 0.6168 1.3490 0.9630
*
```

Output
Energy above the lowest of the compared OMol25 structures with the same formula, charge and spin ... 31.9 kcal/mol
E ... -18650.8283 eV
E_LUMO ... 3.77 eV
Orbital gap ... 6.472 eV
SMILES ... CN[C@H](C=O)C[S-]

[5]
The following is a DFT calculation (wB97M-V/def2-TZVPD) of 2 unconnected molecules or ions with the total composition C4H8NOS.

The geometry in ORCA input format:
```
! wB97M-V def2-TZVPD RIJCOSX def2/J DEFGRID3
* xyz 1 1
C -1.8841 0.7990 0.9845
C -1.1903 -0.2707 0.4387
C 0.6237 -1.8345 -0.3328
C 0.0899 -0.7276 0.3998
N 1.2649 1.8005 -0.2759
O -2.1072 -0.7936 -0.4223
S -3.0878 0.6231 -0.2554
H -1.6707 1.5051 1.7505
H 0.8695 -1.5139 -1.4050
H 1.7035 -2.2640 0.0993
H -0.0356 -2.6825 -0.4713
H 0.6875 -0.1459 1.1440
H 1.0843 2.4954 -1.0033
H 1.5405 0.8929 -0.7620
H 2.1119 2.1167 0.1111
*
```

Output
Energy above the lowest of the compared OMol25 structures with the same formula, charge and spin ... 78.5 kcal/mol
E ... -18639.8421 eV
E_LUMO (alpha / beta) ... -6.56 / -6.56 eV
Orbital gap (alpha / beta) ... 7.538 / 7.537 eV

[6]
The following is a DFT calculation (wB97M-V/def2-TZVPD) of a gas-phase ion, C4H8NS (charge +1).

The geometry in ORCA input format:
```
! wB97M-V def2-TZVPD RIJCOSX def2/J DEFGRID3
* xyz 1 1
C -0.4251 -1.5628 0.3050
N -0.1043 -0.3269 -0.4786
C -0.4868 0.8590 0.2605
C 1.1223 -0.0878 -1.0198
C 2.1553 0.5158 -1.2094
S 3.5598 1.2103 -1.7581
H 0.3106 -2.2878 0.0182
H -0.4266 -1.2204 1.3294
H -1.4362 -1.8952 0.0940
H -0.7010 -0.2753 -1.3657
H 0.0797 0.9616 1.2431
H -0.1443 1.6908 -0.2942
H -1.5231 0.9985 0.5290
H 4.0219 1.3264 -0.5320
*
```

Output
Energy above the lowest of the compared OMol25 structures with the same formula, charge and spin ... 60.2 kcal/mol
E ... -16592.7954 eV
E_LUMO ... -3.49 eV
Orbital gap ... 9.896 eV
SMILES ... C[NH+](C)C#CS

[7]
The following is a DFT calculation (wB97M-V/def2-TZVPD) of a gas-phase ion, C4H8NS (charge +1).

The geometry in ORCA input format:
```
! wB97M-V def2-TZVPD RIJCOSX def2/J DEFGRID3
* xyz 1 1
C -1.8957 -0.2184 -0.9385
C -2.0438 1.0874 -0.1571
S -0.4621 1.8073 0.4875
C 0.7986 0.8334 0.2005
C 2.2808 0.8255 -0.4054
N 3.3459 -0.0531 0.1776
H -1.3086 -0.1197 -1.9303
H -1.3129 -1.1383 -0.5388
H -2.8740 -0.6400 -1.1863
H -2.7616 0.8972 0.6856
H -2.6740 1.9635 -0.5347
H 4.1345 -0.1135 -0.4559
H 3.0279 -1.0156 0.3294
H 3.5973 0.3159 1.0701
*
```

Output
Energy above the lowest of the compared OMol25 structures with the same formula, charge and spin ... 120.4 kcal/mol
E ... -16590.1854 eV
E_LUMO (alpha / beta) ... -5.15 / -5.15 eV
Orbital gap (alpha / beta) ... 8.314 / 8.314 eV
SMILES ... CCSC#C[NH3+]

[8]
The following is a DFT calculation (wB97M-V/def2-TZVPD) of 2 unconnected molecules or ions with the total composition C4H8O.

The geometry in ORCA input format:
```
! wB97M-V def2-TZVPD RIJCOSX def2/J DEFGRID3
* xyz -1 2
O 0.3347 0.7602 -2.3807
C -0.6561 0.1633 -1.8958
C -0.7132 -0.4522 -0.5933
C 0.5884 -0.5080 0.1751
C 0.5392 0.1980 1.5447
H -1.6056 0.0602 -2.4609
H -0.9804 1.3317 0.3479
H -1.4475 -1.1843 -0.3444
H 0.9204 -1.5677 0.3497
H 1.3538 -0.0759 -0.4474
H 1.4781 0.0744 2.1111
H -0.2792 -0.1413 2.1743
H 0.4674 1.3417 1.4195
*
```

Output
Energy above the lowest of the compared OMol25 structures with the same formula, charge and spin ... 36.6 kcal/mol
E ... -6322.1733 eV
E_LUMO (alpha / beta) ... 4.59 / 4.48 eV
Orbital gap (alpha / beta) ... 5.938 / 7.247 eV

[9]
The following is a DFT calculation (wB97M-V/def2-TZVPD) of 3 unconnected molecules or ions with the total composition C4H8O.

The geometry in ORCA input format:
```
! wB97M-V def2-TZVPD RIJCOSX def2/J DEFGRID3
* xyz 0 1
C -0.5048 0.9230 -1.0451
C -1.0492 -0.2427 -1.1662
C -1.3804 0.4932 0.0978
H 0.1228 1.7026 -1.4499
H -1.1989 -1.1507 -1.7294
H -0.9265 0.1652 1.0381
H -2.3700 0.9395 0.2251
H 0.1815 -2.1003 0.8136
H -0.4368 -2.3638 0.4926
C 1.8924 0.4137 0.6757
O 1.7126 -0.4910 1.4514
H 2.4504 0.2778 -0.2701
H 1.5068 1.4335 0.8664
*
```

Output
Energy above the lowest of the compared OMol25 structures with the same formula, charge and spin ... 106.4 kcal/mol
E ... -6320.5540 eV
E_LUMO ... 0.75 eV
Orbital gap ... 10.409 eV
SMILES ... C1=CC1.[H][H].C=O

[10]
The following is a DFT calculation (wB97M-V/def2-TZVPD) of C4H8O in the gas phase.

The geometry in ORCA input format:
```
! wB97M-V def2-TZVPD RIJCOSX def2/J DEFGRID3
* xyz 0 1
C -1.1729 -0.3044 0.6866
C -0.1083 -0.2791 -0.4546
O -0.4998 0.3714 -1.6552
C 1.3931 -0.3990 -0.4494
C 0.8514 0.5850 0.4767
H -1.0302 -1.1412 1.3685
H -2.1408 -0.3281 0.2030
H -1.2203 0.6018 1.3412
H -1.3982 0.1179 -1.9015
H 1.9255 -1.2617 -0.0799
H 1.8239 0.0841 -1.3219
H 0.8892 0.3314 1.5433
H 0.6874 1.6219 0.2432
*
```

Output
Energy above the lowest of the compared OMol25 structures with the same formula, charge and spin ... 71.7 kcal/mol
E ... -6322.0568 eV
E_LUMO ... 1.00 eV
Orbital gap ... 9.003 eV
SMILES ... CC1(O)CC1

[11]
The following is a DFT calculation (wB97M-V/def2-TZVPD) of 2 unconnected molecules or ions with the total composition C4H8O.

The geometry in ORCA input format:
```
! wB97M-V def2-TZVPD RIJCOSX def2/J DEFGRID3
* xyz 0 1
C 1.8474 0.2239 0.6246
O 0.9870 -0.8621 0.3154
C -0.2861 -0.5543 0.1349
C -1.4797 -1.0183 -0.0419
C -1.3526 0.4421 0.3934
H 1.4355 0.8523 1.4220
H 2.0234 0.8312 -0.2676
H 2.7792 -0.2350 0.9555
H -2.0904 -1.8960 -0.0039
H -1.5915 1.2604 -0.2991
H -1.5475 0.6928 1.4413
H -0.0317 0.1780 -2.1774
H -0.6929 0.0850 -2.4972
*
```

Output
Energy above the lowest of the compared OMol25 structures with the same formula, charge and spin ... 98.9 kcal/mol
E ... -6320.8775 eV
E_LUMO ... 1.08 eV
Orbital gap ... 9.571 eV
SMILES ... COC1=CC1.[H][H]

[12]
The following is a DFT calculation (wB97M-V/def2-TZVPD) of C4H8O in the gas phase.

The geometry in ORCA input format:
```
! wB97M-V def2-TZVPD RIJCOSX def2/J DEFGRID3
* xyz 0 1
C 1.1771 -0.1607 0.7712
C -0.3424 0.0174 0.4879
C -0.6001 -1.0325 -0.6386
C -0.6613 1.4410 -0.1871
O -1.0436 1.6470 -1.2410
H 1.6665 0.6385 0.2836
H 1.5290 -1.0003 0.1543
H 1.2881 0.1757 1.7936
H -0.8270 -0.2418 1.2830
H -1.4136 -0.7869 -1.2551
H -0.9373 -2.0554 -0.4671
H 0.2955 -0.9826 -1.2881
H -0.1308 2.3408 0.3033
*
```

Output
Energy above the lowest of the compared OMol25 structures with the same formula, charge and spin ... 52.9 kcal/mol
E ... -6322.8748 eV
E_LUMO ... 1.08 eV
Orbital gap ... 10.686 eV
SMILES ... CC(C)C=O

[13]
The following is a DFT calculation (wB97M-V/def2-TZVPD) of C4H8O in the gas phase.

The geometry in ORCA input format:
```
! wB97M-V def2-TZVPD RIJCOSX def2/J DEFGRID3
* xyz 0 1
C 0.8940 -0.1638 -1.2013
C 0.6455 -0.2521 0.2864
C -0.2038 0.8227 0.9303
C -0.7127 -0.5841 0.8318
O -1.7626 -0.9721 -0.0055
H 1.7678 0.4679 -1.3971
H 0.0417 0.2837 -1.7247
H 1.0761 -1.1468 -1.6477
H 1.4860 -0.6295 0.8657
H 0.0660 1.2202 1.9050
H -0.6195 1.5658 0.2501
H -0.7426 -1.1483 1.7614
H -2.1457 -0.1968 -0.4231
*
```

Output
Energy above the lowest of the compared OMol25 structures with the same formula, charge and spin ... 25.7 kcal/mol
E ... -6324.0536 eV
E_LUMO ... 1.03 eV
Orbital gap ... 10.524 eV
SMILES ... C[C@H]1C[C@H]1O

[14]
The following is a DFT calculation (wB97M-V/def2-TZVPD) of a molecular structure, C4H8O.

The geometry in ORCA input format:
```
! wB97M-V def2-TZVPD RIJCOSX def2/J DEFGRID3
* xyz 0 1
C -1.3030 -0.8947 0.1238
C -0.0867 -0.0509 0.4867
C 1.1572 -0.2482 -0.3820
O 1.5376 1.1425 -0.5822
C -0.1998 1.4184 0.0884
H -2.1736 -0.6064 0.7227
H -1.1126 -1.9592 0.3035
H -1.5606 -0.7563 -0.9317
H 0.1688 -0.2027 1.5444
H 0.9463 -0.7307 -1.3447
H 1.9931 -0.7600 0.0976
H -0.0321 2.1079 0.9252
H 0.6653 1.5401 -1.0516
*
```

Output
Energy above the lowest of the compared OMol25 structures with the same formula, charge and spin ... 106.3 kcal/mol
E ... -6320.5585 eV
E_LUMO ... 0.67 eV
Orbital gap ... 9.240 eV

[15]
The following is a DFT calculation (wB97M-V/def2-TZVPD) of C4H8O in the gas phase.

The geometry in ORCA input format:
```
! wB97M-V def2-TZVPD RIJCOSX def2/J DEFGRID3
* xyz 0 1
C 0.0774 1.5231 1.1293
C 0.3402 0.7585 -0.1159
O -1.2568 0.4230 -0.5187
C -0.2042 -0.4293 -0.7467
C -0.0561 -1.8480 -0.3325
H -0.3501 2.4616 0.7442
H 0.9650 1.7908 1.7064
H -0.6975 1.0304 1.7065
H 1.1748 1.1838 -0.7065
H 0.0620 -0.2906 -1.8031
H -0.1954 -1.9966 0.7375
H -0.7483 -2.4686 -0.9035
H 0.9714 -2.1191 -0.6094
*
```

Output
Energy above the lowest of the compared OMol25 structures with the same formula, charge and spin ... 66.4 kcal/mol
E ... -6322.2880 eV
E_LUMO ... 0.92 eV
Orbital gap ... 10.354 eV
SMILES ... C[C@@H]1O[C@@H]1C

[16]
The following is a DFT calculation (wB97M-V/def2-TZVPD) of C4H8O in the gas phase.

The geometry in ORCA input format:
```
! wB97M-V def2-TZVPD RIJCOSX def2/J DEFGRID3
* xyz 0 1
O -2.2569 -0.6993 -0.0222
C -1.1107 -0.2642 0.6821
C 0.1637 -0.4787 -0.0974
C 1.4446 0.1546 0.3573
C 0.7729 0.6454 -0.8936
H -2.2631 -0.2395 -0.8703
H -1.0966 -0.8494 1.6066
H -1.1940 0.7987 0.9692
H 0.2420 -1.4748 -0.5277
H 1.4161 0.7960 1.2352
H 2.3572 -0.4262 0.2597
H 0.2914 1.6206 -0.8486
H 1.2333 0.4169 -1.8504
*
```

Output
Energy above the lowest of the compared OMol25 structures with the same formula, charge and spin ... 24.2 kcal/mol
E ... -6324.1168 eV
E_LUMO ... 1.07 eV
Orbital gap ... 11.248 eV
SMILES ... OCC1CC1

[17]
The following is a DFT calculation (wB97M-V/def2-TZVPD) of a molecular structure, C4H8O.

The geometry in ORCA input format:
```
! wB97M-V def2-TZVPD RIJCOSX def2/J DEFGRID3
* xyz 0 1
C -1.2751 -0.9277 -0.0352
C -0.0874 -0.1146 0.4260
C 1.2538 -0.3706 -0.2925
O 1.2496 0.9295 -0.9145
C 0.0965 1.1860 -0.2435
H -2.2142 -0.5255 0.3625
H -1.1793 -1.9628 0.3147
H -1.3495 -0.9437 -1.1305
H -0.0153 -0.0925 1.5104
H 1.2585 -1.1577 -1.0528
H 2.1353 -0.4652 0.3496
H 0.4455 2.2257 0.9080
H -0.3185 2.2192 -0.2022
*
```

Output
Energy above the lowest of the compared OMol25 structures with the same formula, charge and spin ... 100.4 kcal/mol
E ... -6320.8146 eV
E_LUMO ... 0.85 eV
Orbital gap ... 8.898 eV

[18]
The following is a DFT calculation (wB97M-V/def2-TZVPD) of a molecular structure, C4H8O.

The geometry in ORCA input format:
```
! wB97M-V def2-TZVPD RIJCOSX def2/J DEFGRID3
* xyz 0 1
C 0.0269 0.8996 1.6512
C -0.0575 -0.7275 -0.4151
C 0.6656 -0.5057 -1.6895
C -0.6752 0.1579 0.5635
O -1.1563 0.6815 -0.6001
H 0.8988 1.4493 1.2948
H -0.6771 1.5797 2.1326
H 0.3399 0.1435 2.3832
H -0.2300 -1.7972 -0.1992
H -0.0706 -0.7944 -2.4563
H 1.5349 -1.1559 -1.8250
H 0.8737 0.5503 -1.8216
H -1.4730 -0.4810 0.9815
*
```

Output
Energy above the lowest of the compared OMol25 structures with the same formula, charge and spin ... 74.4 kcal/mol
E ... -6321.9422 eV
E_LUMO ... 0.55 eV
Orbital gap ... 9.873 eV

So what do the calculations give for maximum force? Going down the list: 4.5, 1.2, 2.4, 2.1, 4.3, 4.0, 7.9, 2.5, 0.6, 2.6, 1.0, 7.5, 0.3, 0.3, 1.5, 0.4, 6.5, 1.3 eV/A.